Entry 1:
Formula: C21H27F5NO3PRhS2
Source: the Open Molecules 2025 dataset
Level of theory: wB97M-V/def2-TZVPD

**Net charge**: +1
**E_tot**: -77393.47204 eV
**2S+1**: 5
**<S²>**: 6.03

Each line ends with the natural charge from an NBO analysis.
Atoms and positions in Å:
Rh (-1.433, 0.850, 0.207)  0.706
F (-4.304, -5.328, -0.346)  -0.261
C (-4.110, -4.024, -0.426)  0.293
C (-3.035, -3.444, 0.230)  0.316
F (-2.197, -4.189, 0.942)  -0.281
C (-2.853, -2.081, 0.134)  0.295
F (-1.796, -1.553, 0.812)  -0.330
C (-3.692, -1.250, -0.596)  -0.320
S (-3.449, 0.484, -0.760)  -0.019
C (-4.766, -1.865, -1.239)  0.348
F (-5.610, -1.135, -1.956)  -0.274
C (-4.979, -3.231, -1.160)  0.285
F (-6.005, -3.785, -1.785)  -0.263
N (-1.842, 1.406, 2.344)  -0.842
C (-0.584, 1.340, 3.032)  0.142
C (-0.006, 0.101, 3.275)  -0.265
C (1.270, 0.039, 3.810)  -0.162
C (1.952, 1.212, 4.095)  -0.299
C (1.357, 2.450, 3.889)  -0.166
C (0.083, 2.516, 3.357)  -0.245
S (3.612, 1.133, 4.688)  2.330
O (3.953, -0.256, 4.842)  -0.795
O (3.702, 1.902, 5.922)  -0.677
O (4.459, 1.815, 3.707)  -0.677
H (-2.263, 2.325, 2.427)  0.411
H (-2.513, 0.730, 2.697)  0.414
H (-0.541, -0.810, 3.033)  0.235
H (1.743, -0.916, 3.996)  0.259
H (1.888, 3.360, 4.135)  0.251
H (-0.384, 3.478, 3.181)  0.230
C (-1.129, -0.278, -3.617)  -0.618
C (-0.146, 0.777, -3.112)  -0.521
C (-0.714, 2.187, -3.270)  -0.612
P (0.357, 0.471, -1.369)  0.961
C (1.760, 1.626, -1.054)  -0.528
C (2.204, 1.601, 0.408)  -0.602
C (2.962, 1.490, -1.990)  -0.614
C (0.881, -1.292, -1.312)  -0.532
C (1.847, -1.734, -2.415)  -0.615
C (1.392, -1.723, 0.063)  -0.599
H (-1.457, -0.010, -4.623)  0.235
H (-2.019, -0.330, -2.987)  0.214
H (-0.684, -1.271, -3.673)  0.216
H (0.774, 0.701, -3.698)  0.234
H (-1.610, 2.319, -2.658)  0.210
H (-1.006, 2.348, -4.309)  0.236
H (0.004, 2.964, -3.007)  0.215
H (1.292, 2.600, -1.240)  0.234
H (2.725, 0.678, 0.657)  0.213
H (1.364, 1.707, 1.099)  0.198
H (2.894, 2.424, 0.599)  0.234
H (3.560, 0.615, -1.735)  0.214
H (3.602, 2.366, -1.879)  0.233
H (2.686, 1.420, -3.042)  0.214
H (-0.077, -1.797, -1.486)  0.233
H (2.864, -1.412, -2.201)  0.217
H (1.574, -1.361, -3.402)  0.214
H (1.855, -2.824, -2.469)  0.232
H (2.424, -1.408, 0.213)  0.212
H (1.371, -2.811, 0.138)  0.231
H (0.796, -1.320, 0.883)  0.205



Entry 2:
Formula: C18H14BrCl2N2O6S
Source: the Open Molecules 2025 dataset
Level of theory: wB97M-V/def2-TZVPD

**Net charge**: -1
**E_tot**: -140078.30371 eV
**Energy relative to the best compared isomer or geometry (same formula, charge and spin)**: 0.00 kcal per mole
**2S+1**: 1

Each line ends with the natural charge from an NBO analysis.
Atoms and positions in Å:
C (-3.176, -0.901, -0.559)  -0.643
C (-2.370, -2.175, -0.496)  -0.062
O (-0.972, -1.795, -0.265)  -0.489
C (-0.114, -2.821, -0.439)  0.925
O (-0.435, -3.978, -0.646)  -0.622
N (1.204, -2.344, -0.375)  -0.430
C (2.340, -3.134, -0.632)  0.229
C (2.404, -4.504, -0.826)  -0.254
C (3.675, -5.090, -0.939)  -0.204
C (4.831, -4.311, -0.751)  -0.253
C (4.720, -2.935, -0.488)  -0.048
Br (6.224, -1.947, 0.113)  0.077
C (3.477, -2.318, -0.537)  -0.128
C (2.961, -0.961, -0.319)  -0.030
N (3.665, 0.268, -0.447)  0.503
O (4.645, 0.322, -1.218)  -0.387
O (3.248, 1.260, 0.196)  -0.355
C (1.602, -1.024, -0.178)  0.108
H (-4.242, -1.158, -0.621)  0.200
H (-3.030, -0.262, 0.323)  0.233
H (-2.926, -0.309, -1.448)  0.240
H (-2.692, -2.805, 0.343)  0.182
H (-2.444, -2.736, -1.438)  0.193
H (1.486, -5.079, -0.887)  0.258
H (3.754, -6.161, -1.137)  0.216
H (5.819, -4.759, -0.771)  0.225
H (0.915, -0.271, 0.106)  0.275
Cl (-5.142, 5.170, 3.377)  -0.015
C (-3.875, 4.655, 2.340)  -0.068
C (-4.169, 3.840, 1.239)  -0.258
C (-3.128, 3.399, 0.412)  -0.125
C (-1.815, 3.771, 0.692)  -0.294
S (-0.486, 3.315, -0.473)  2.160
C (-0.285, 1.583, -0.402)  -1.017
Cl (-0.535, 0.732, -1.830)  -0.056
O (-0.955, 3.760, -1.765)  -0.971
O (0.741, 3.810, 0.106)  -0.984
C (-1.517, 4.586, 1.786)  -0.197
C (-2.558, 5.049, 2.605)  -0.235
H (-5.198, 3.565, 1.028)  0.216
H (-3.347, 2.786, -0.461)  0.227
H (0.536, 1.309, 0.247)  0.196
H (-0.490, 4.884, 1.997)  0.248
H (-2.347, 5.715, 3.440)  0.217



Entry 3:
Formula: C51H82F2O45
Source: the Open Molecules 2025 dataset
Level of theory: wB97M-V/def2-TZVPD

**E_tot**: -151785.19243 eV
**2S+1**: 1

Each line ends with the Mulliken charge.
Atoms and positions in Å:
C (-3.253, 0.880, -3.409)  0.102
C (-2.507, -0.425, -3.216)  1.172
O (-2.980, -1.249, -4.203)  -0.300
C (-4.012, -0.714, -4.791)  0.572
O (-4.666, -1.292, -5.693)  -0.643
O (-4.191, 0.544, -4.470)  -0.403
H (-2.627, 1.687, -3.791)  0.036
H (-3.764, 1.141, -2.482)  0.281
H (-2.624, -0.914, -2.249)  -0.086
H (-1.424, -0.420, -3.339)  -0.633
C (-3.045, -1.308, 5.045)  0.999
C (-3.974, -0.179, 5.474)  -0.495
O (-3.275, 1.002, 5.348)  -0.223
C (-2.013, 0.744, 5.146)  -0.075
O (-1.091, 1.604, 4.952)  -0.594
O (-1.807, -0.619, 5.023)  0.354
H (-3.367, -1.703, 4.081)  -0.554
H (-3.153, -2.052, 5.835)  -0.146
H (-4.299, -0.192, 6.515)  0.360
H (-4.825, -0.262, 4.798)  0.348
C (4.021, 2.807, -5.243)  0.205
C (5.036, 3.496, -6.070)  -0.331
O (6.053, 2.498, -6.347)  -0.377
C (5.913, 1.483, -5.618)  0.649
O (6.730, 0.586, -5.430)  -0.590
O (4.782, 1.620, -4.984)  -0.234
H (3.134, 2.417, -5.743)  -0.017
H (3.736, 3.259, -4.293)  0.070
H (5.359, 4.391, -5.539)  0.261
H (4.709, 3.777, -7.071)  0.328
C (0.371, 5.139, -0.636)  -0.240
C (0.208, 5.032, -2.118)  -0.231
O (-1.089, 4.547, -2.330)  -0.362
C (-1.557, 4.179, -1.088)  0.289
O (-2.593, 3.516, -0.873)  -0.505
O (-0.761, 4.492, -0.084)  0.312
H (0.541, 6.170, -0.324)  0.200
H (1.286, 4.601, -0.390)  0.294
H (0.990, 4.431, -2.582)  -0.029
H (0.260, 5.995, -2.625)  0.399
C (6.109, 0.297, -2.097)  -0.073
C (4.595, 0.489, -2.198)  0.131
O (4.048, 0.009, -0.987)  0.098
C (5.021, -0.595, -0.269)  0.235
O (4.877, -1.168, 0.825)  -0.504
O (6.197, -0.450, -0.882)  -0.399
H (6.496, 1.307, -1.960)  0.427
H (6.546, -0.199, -2.963)  -0.273
H (4.306, 0.071, -3.162)  0.143
H (4.400, 1.561, -2.233)  0.414
C (-1.572, 1.525, -6.932)  -0.410
C (-0.616, 1.795, -8.072)  -0.400
O (0.235, 0.658, -7.886)  -0.400
C (0.126, 0.061, -6.733)  0.329
O (0.761, -0.889, -6.346)  -0.454
O (-0.941, 0.569, -6.104)  0.149
H (-2.478, 1.117, -7.380)  0.313
H (-1.793, 2.427, -6.362)  0.338
H (-0.056, 2.715, -7.905)  0.249
H (-1.106, 1.805, -9.046)  0.301
C (5.316, -0.777, 4.526)  -0.432
C (4.231, -1.429, 3.779)  0.355
O (3.183, -1.357, 4.709)  -0.033
C (3.635, -1.003, 5.943)  0.431
O (2.882, -0.894, 6.877)  -0.535
O (4.969, -0.949, 5.920)  -0.377
H (5.290, 0.249, 4.158)  0.306
H (6.240, -1.309, 4.299)  0.342
H (4.440, -2.437, 3.423)  0.201
H (3.945, -0.760, 2.967)  -0.209
C (0.228, -2.977, 5.070)  0.651
C (0.355, -2.410, 6.474)  -0.938
O (-0.772, -2.604, 7.301)  -0.215
C (-0.972, -3.742, 8.037)  0.641
O (-0.265, -4.728, 7.944)  -0.575
O (-2.174, -3.707, 8.668)  -0.294
C (-2.498, -4.807, 9.560)  -0.687
H (0.248, -4.055, 5.231)  0.563
H (1.030, -2.617, 4.425)  -0.245
H (-0.708, -2.705, 4.583)  -0.596
H (0.347, -1.336, 6.288)  0.412
H (1.358, -2.698, 6.786)  0.405
H (-1.675, -4.908, 10.267)  0.315
H (-2.522, -5.779, 9.067)  0.306
H (-3.437, -4.560, 10.055)  0.225
C (0.856, 9.703, 2.657)  -1.123
C (-0.398, 8.788, 2.732)  -0.195
O (0.079, 7.459, 3.077)  -0.314
C (-0.453, 6.320, 2.675)  0.691
O (-1.546, 6.244, 2.140)  -0.536
O (0.303, 5.309, 3.140)  -0.432
C (-0.153, 3.982, 3.272)  -0.222
H (1.554, 9.405, 3.440)  0.289
H (0.695, 10.780, 2.677)  0.381
H (1.303, 9.509, 1.682)  0.273
H (-0.954, 8.856, 1.797)  0.286
H (-1.029, 9.217, 3.510)  0.307
H (0.291, 3.451, 2.430)  0.088
H (-1.232, 3.845, 3.347)  0.065
H (0.174, 3.513, 4.200)  0.440
C (-4.393, -3.860, -8.529)  -1.387
C (-3.358, -3.662, -7.427)  0.478
O (-2.578, -4.815, -7.293)  -0.319
C (-1.394, -4.794, -6.653)  0.593
O (-0.565, -5.728, -6.655)  -0.630
O (-1.175, -3.572, -6.088)  -0.145
C (-0.018, -3.396, -5.177)  -0.765
H (-5.090, -4.693, -8.429)  0.351
H (-4.115, -4.081, -9.559)  0.352
H (-5.004, -2.958, -8.551)  0.364
H (-3.799, -3.577, -6.433)  0.206
H (-2.779, -2.789, -7.728)  0.006
H (-0.042, -4.078, -4.328)  0.523
H (0.004, -2.410, -4.714)  -0.184
H (0.995, -3.591, -5.530)  0.520
C (1.394, 0.341, -3.014)  1.571
C (0.482, 1.176, -2.021)  0.199
O (1.085, 1.228, -0.727)  -0.456
C (0.541, 0.468, 0.265)  0.666
O (-0.253, -0.450, 0.186)  -0.293
O (1.150, 0.847, 1.452)  -0.388
C (0.615, 0.245, 2.642)  0.027
H (1.825, -0.587, -2.638)  -0.458
H (2.207, 0.954, -3.403)  -0.398
H (0.800, 0.086, -3.891)  -0.737
H (-0.530, 0.771, -2.013)  -0.196
H (0.249, 2.168, -2.409)  0.011
H (-0.473, 0.182, 2.653)  -0.306
H (0.979, 0.852, 3.471)  0.424
H (0.927, -0.755, 2.942)  0.091
C (-3.014, 1.498, 2.049)  1.177
C (-4.105, 2.454, 1.679)  -0.786
O (-4.769, 2.722, 2.832)  -0.278
C (-4.739, 3.848, 3.565)  0.753
O (-4.267, 4.913, 3.150)  -0.561
O (-5.395, 3.661, 4.705)  -0.261
C (-5.817, 4.795, 5.461)  -0.749
H (-3.436, 0.624, 2.544)  -0.577
H (-2.389, 1.964, 2.811)  -0.805
H (-2.489, 1.124, 1.170)  0.425
H (-4.795, 1.988, 0.976)  0.225
H (-3.725, 3.381, 1.248)  0.484
H (-6.639, 4.487, 6.107)  0.229
H (-6.092, 5.547, 4.721)  0.342
H (-4.938, 5.260, 5.907)  0.297
C (-3.533, -2.107, 0.796)  -0.820
C (-2.441, -3.099, 1.133)  0.749
O (-2.472, -3.401, 2.528)  -0.004
C (-3.215, -4.313, 3.031)  0.529
O (-3.987, -5.114, 2.509)  -0.668
O (-2.894, -4.344, 4.338)  0.045
C (-3.589, -5.153, 5.279)  -0.644
H (-4.473, -2.622, 0.994)  0.559
H (-3.488, -1.827, -0.257)  -0.036
H (-3.607, -1.217, 1.421)  0.029
H (-1.477, -2.657, 0.879)  -0.840
H (-2.394, -4.015, 0.544)  0.522
H (-4.674, -5.076, 5.199)  0.340
H (-3.170, -4.874, 6.246)  0.004
H (-3.326, -6.188, 5.062)  0.310
C (6.697, -3.410, -2.704)  -0.383
C (6.669, -2.627, -3.952)  0.281
O (5.351, -2.080, -3.986)  -0.164
C (4.538, -2.883, -3.313)  0.258
O (3.349, -2.776, -3.294)  -0.190
O (5.264, -3.717, -2.610)  -0.367
F (6.795, -3.476, -4.932)  -0.305
H (6.959, -2.886, -1.785)  0.195
H (7.239, -4.354, -2.753)  0.346
H (7.495, -1.916, -3.975)  0.359
C (2.269, -3.127, -0.346)  0.736
C (1.286, -4.049, -1.035)  1.146
O (0.460, -4.472, 0.023)  -0.315
C (0.985, -4.058, 1.184)  0.511
O (0.479, -4.301, 2.268)  -0.538
O (2.138, -3.465, 1.010)  -0.289
F (2.004, -5.122, -1.478)  -0.362
H (1.983, -2.079, -0.439)  -0.882
H (3.308, -3.303, -0.621)  -0.114
H (0.842, -3.573, -1.909)  -0.025



Q: Which maximum force values were calculated for the entries above? A: 0.70 3.29 6.24, in eV Å⁻¹.